This record from the Open Molecules 2025 dataset describes a molecular structure, C33H43MgN4O3P2Si2. The level of theory is the ωB97M-V functional and the def2-TZVPD basis.

Its net charge is -1. The HOMO energy is -0.1472 Eh. Its orbital gap is 0.232 Eh. As for the LUMO energy: 2.30 eV.

Cartesian coordinates (Å):
Mg 0.996 -0.039 1.571
C 2.583 3.509 1.681
Si 1.865 2.935 0.045
C 1.133 4.444 -0.803
C 3.318 2.349 -1.010
N 0.797 1.642 0.270
P -0.792 1.384 0.193
C -1.232 -0.019 1.008
P -0.885 -1.441 0.190
N 0.666 -1.609 -0.162
Si 1.748 -2.417 -1.177
C 2.226 -1.369 -2.670
C 1.167 -4.092 -1.830
C 3.372 -2.793 -0.306
C -2.014 -1.740 -1.234
C -3.378 -1.876 -0.978
C -4.276 -2.071 -2.011
C -3.826 -2.129 -3.326
C -2.476 -1.980 -3.593
C -1.579 -1.790 -2.548
C -1.388 -2.836 1.278
C -1.345 -4.149 0.816
C -1.667 -5.205 1.651
C -2.040 -4.959 2.968
C -2.096 -3.655 3.431
C -1.779 -2.599 2.587
C -1.657 2.816 0.939
C -1.720 2.877 2.329
C -2.293 3.969 2.959
C -2.822 5.013 2.208
C -2.766 4.958 0.825
C -2.178 3.866 0.197
C -1.329 1.460 -1.555
C -2.682 1.427 -1.892
C -3.079 1.421 -3.216
C -2.126 1.435 -4.228
C -0.778 1.450 -3.905
C -0.385 1.467 -2.572
H 3.359 4.265 1.551
H 1.795 3.926 2.308
H 3.000 2.667 2.230
H 1.941 5.135 -1.051
H 0.613 4.189 -1.727
H 0.429 4.965 -0.155
H 4.172 3.023 -0.921
H 3.621 1.351 -0.692
H 3.056 2.286 -2.067
H 1.413 -1.224 -3.380
H 2.544 -0.382 -2.336
H 3.059 -1.832 -3.206
H 0.174 -4.064 -2.275
H 1.867 -4.434 -2.595
H 1.158 -4.835 -1.034
H 3.935 -1.881 -0.129
H 3.193 -3.270 0.657
H 3.984 -3.461 -0.914
H -3.729 -1.813 0.045
H -5.331 -2.179 -1.793
H -4.527 -2.280 -4.137
H -2.113 -1.999 -4.612
H -0.532 -1.653 -2.769
H -1.062 -4.350 -0.209
H -1.629 -6.220 1.274
H -2.284 -5.783 3.626
H -2.388 -3.453 4.455
H -1.823 -1.569 2.924
H -1.315 2.057 2.912
H -2.324 4.005 4.041
H -3.278 5.862 2.701
H -3.173 5.766 0.230
H -2.127 3.844 -0.885
H -3.425 1.393 -1.105
H -4.132 1.383 -3.463
H -2.436 1.421 -5.266
H -0.028 1.446 -4.686
H 0.665 1.458 -2.312
O 1.140 1.043 3.424
C 0.945 0.012 4.088
O 1.050 -1.137 3.600
H 0.636 0.114 5.149
N 5.139 0.260 2.041
C 3.965 -0.394 2.247
N 3.878 -1.225 3.316
O 3.027 -0.255 1.473
H 5.985 -0.063 2.474
H 5.208 0.790 1.187
H 4.506 -1.073 4.089
H 2.918 -1.485 3.544

Mulliken atomic charges, in units of e: Mg 2.18; C -1.10; Si 0.36; C -1.21; C -0.81; N -0.04; P 1.77; C -1.92; P 1.78; N 0.47; Si 0.23; C -0.83; C -1.19; C -1.11; C 0.78; C -0.92; C -0.74; C -0.66; C -0.81; C 0.45; C -0.09; C -0.31; C -0.78; C -0.52; C -0.75; C -0.20; C 0.14; C -0.49; C -0.67; C -0.57; C -0.69; C -0.34; C 0.21; C -0.20; C -0.83; C -0.67; C -0.76; C -0.47; H 0.41; H 0.28; H 0.15; H 0.41; H 0.28; H 0.27; H 0.41; H -0.06; H 0.30; H 0.33; H -0.06; H 0.46; H 0.33; H 0.42; H 0.30; H 0.08; H 0.28; H 0.42; H 0.44; H 0.40; H 0.38; H 0.43; H -0.10; H 0.37; H 0.42; H 0.36; H 0.40; H 0.28; H 0.10; H 0.42; H 0.37; H 0.39; H 0.37; H 0.50; H 0.43; H 0.38; H 0.39; H 0.12; O -0.54; C -0.17; O -0.79; H 0.38; N -0.38; C 0.04; N -0.39; O -0.58; H 0.19; H 0.28; H 0.20; H 0.22

This record from the Open Molecules 2025 dataset describes 9 unconnected molecules or ions with the total composition C33H43N8O. The level of theory is the ωB97M-V functional and the def2-TZVPD basis.

Its net charge is -1. The HOMO energy is -0.2200 Eh. Its orbital gap is 0.321 Eh. As for the LUMO energy: 2.74 eV.

Cartesian coordinates (Å):
C 0.029 0.685 0.510
O -0.158 -0.614 0.140
H -1.060 1.122 0.088
H 0.867 1.112 0.168
H -0.120 0.656 1.640
N 1.528 1.346 4.245
C 2.648 1.319 5.191
C 2.773 2.588 5.568
C 1.716 3.489 4.931
C 0.914 2.559 4.162
H 1.366 0.662 3.652
H 3.116 0.519 5.525
H 3.629 3.124 6.180
H 1.589 4.480 4.959
H 0.266 2.781 3.434
N 2.039 -1.392 -1.462
C 2.057 -2.723 -1.954
C 3.067 -2.866 -2.740
C 3.781 -1.520 -2.777
C 3.115 -0.606 -1.989
H 1.229 -1.279 -0.815
H 1.133 -3.257 -1.711
H 3.405 -3.751 -3.303
H 4.613 -1.266 -3.467
H 3.237 0.432 -1.737
N 1.421 -1.367 2.447
C 0.532 -1.640 3.450
C 1.273 -2.159 4.429
C 2.612 -2.307 3.965
C 2.621 -1.669 2.717
H 1.170 -0.815 1.588
H -0.520 -1.353 3.306
H 0.768 -2.349 5.547
H 3.355 -2.847 4.717
H 3.480 -1.787 2.045
N -0.208 1.222 -3.920
C 0.030 1.352 -5.359
C 0.989 2.244 -5.386
C 1.494 2.760 -3.976
C 0.728 1.918 -3.246
H -0.834 0.634 -3.749
H -0.749 0.975 -6.251
H 1.467 2.653 -6.276
H 2.457 3.278 -3.598
H 0.702 1.861 -2.169
N -1.615 -0.828 -2.119
C -2.861 -0.322 -2.265
C -3.297 -0.511 -3.473
C -2.298 -1.504 -4.132
C -1.222 -1.458 -3.278
H -0.872 -0.717 -1.327
H -3.360 0.256 -1.457
H -4.317 -0.382 -3.894
H -2.257 -1.960 -4.988
H -0.531 -2.024 -3.382
N 0.543 3.661 0.283
C 1.522 4.514 0.693
C 1.355 5.602 -0.107
C 0.082 5.397 -0.947
C -0.403 4.167 -0.564
H 0.497 2.659 0.291
H 2.222 4.319 1.282
H 2.041 6.380 -0.211
H -0.307 6.090 -1.681
H -1.240 3.478 -0.914
N -0.859 -3.364 0.189
C -0.056 -4.216 0.915
C -0.301 -5.483 0.447
C -1.448 -5.335 -0.565
C -1.724 -4.049 -0.637
H -0.889 -2.509 0.095
H 0.707 -3.722 1.523
H 0.056 -6.287 0.837
H -1.969 -6.088 -1.094
H -2.445 -3.564 -1.349
N -3.373 -0.133 1.107
C -3.981 1.093 1.284
C -5.288 0.739 1.563
C -5.487 -0.730 1.292
C -4.210 -1.281 1.185
H -2.346 -0.122 1.035
H -3.433 2.120 1.565
H -6.100 1.389 1.707
H -6.370 -1.243 1.387
H -3.755 -2.240 0.968

Mulliken atomic charges, in units of e: C -2.32; O 0.24; H -0.37; H 1.73; H 0.59; N 0.14; C -0.72; C -0.42; C -0.68; C -0.75; H 0.49; H 0.54; H 0.21; H 0.57; H 0.73; N 0.64; C -0.53; C -0.38; C -0.80; C -0.31; H -0.16; H 0.16; H 0.40; H 0.29; H 0.51; N 0.94; C -0.74; C -0.13; C -0.50; C -0.51; H -0.66; H 0.32; H 0.14; H 0.23; H 0.34; N 0.11; C -0.37; C -0.60; C -0.63; C -0.59; H 0.55; H 0.22; H 0.37; H 0.27; H 0.82; N 2.39; C -0.43; C -0.84; C -0.85; C -1.60; H -0.50; H 0.03; H 0.36; H 0.73; H 0.98; N 0.30; C -0.90; C -0.62; C -0.53; C -0.36; H 0.02; H 0.72; H 0.43; H 0.41; H 0.27; N 0.51; C -0.18; C -1.18; C -0.36; C -0.73; H 0.16; H 0.22; H 0.67; H 0.50; H 0.23; N 0.15; C 0.03; C -0.75; C -0.73; C -0.38; H -0.05; H 0.18; H 0.44; H 0.51; H 0.36

Q: The lowest orbital gap belongs to which entry?
A: C33H43MgN4O3P2Si2

Q: Which value of orbital gap does entry 1 give?
A: 0.232 Eh